Record 1
Density functional theory data (wB97M-V/def2-TZVPD) for a cluster of 2 separate species, CH4N2S in total.

Last column: Löwdin charge in e.
Geometry (Å):
N: -0.984 0.356 0.852  0.1061
C: -1.990 0.024 0.315  -0.9276
S: -3.342 -0.161 -0.413  0.6820
H: -0.142 -0.094 1.159  0.0523
N: 1.421 0.022 -0.294  0.0029
H: 1.295 0.637 -1.031  -0.0147
H: 2.449 0.126 0.056  0.0816
H: 1.292 -0.911 -0.645  0.0174

Summary:
Max |F| = 4.42 eV/A
Energy above the lowest of the compared OMol25 structures with the same formula, charge and spin = 79.1 kJ/mol
HOMO = -9.1 eV
SMILES = N=C=S.N

=====

Record 2
Density functional theory data (wB97M-V/def2-TZVPD) for a structure of composition CH4N2S.

Last column: Löwdin charge in e.
Geometry (Å):
C: -1.221 -0.340 0.376  -0.6033
N: 1.290 0.532 -0.118  -0.0674
N: 0.014 0.710 -0.502  -0.1356
S: -1.981 -1.620 -0.146  0.6596
H: -1.176 -0.054 1.338  -0.0398
H: 1.755 -0.241 -0.386  0.0245
H: 1.468 0.680 0.878  0.0950
H: -0.149 0.332 -1.441  0.0670

Summary:
Max |F| = 5.30 eV/A
Energy above the lowest of the compared OMol25 structures with the same formula, charge and spin = 380.0 kJ/mol
HOMO = -7.9 eV

=====

Record 3
Density functional theory data (wB97M-V/def2-TZVPD) for the molecule CH4N2S2.

Last column: Löwdin charge in e.
Geometry (Å):
S: -0.280 1.769 0.472  0.6399
N: 1.089 0.715 0.622  -0.3592
C: 0.923 -0.503 0.270  -0.3774
N: -0.150 -1.116 -0.494  -0.4298
S: -1.354 -0.381 -1.456  0.6930
H: 0.375 2.776 1.066  -0.1558
H: 1.754 -1.164 0.547  0.1143
H: -0.147 -2.091 -0.542  0.0297
H: -2.211 -0.005 -0.485  -0.1547

Summary:
Max |F| = 2.71 eV/A
Energy above the lowest of the compared OMol25 structures with the same formula, charge and spin = 147.2 kJ/mol
HOMO = -8.3 eV
SMILES = S/N=C\NS